1.
The following is a DFT calculation (ωB97M-V/def2-TZVPD) of C25H37FGeN5O3SV as an isolated structure.

Geometry (Å):
1 V -0.36173 -0.05884 0.45014
2 F -5.72003 3.63452 -1.15776
3 C -4.74427 3.90456 -0.28613
4 C -3.74432 3.00088 -0.16850
5 C -2.65627 3.24567 0.69726
6 C -1.59201 2.32913 0.84490
7 O -1.65098 1.17642 0.15049
8 C -0.54851 2.63808 1.72613
9 C -0.62668 3.82715 2.44130
10 N -1.60267 4.70812 2.29441
11 C -1.59726 5.91834 3.12431
12 C -1.32558 7.24644 2.47973
13 C -0.30379 6.62442 3.38178
14 C -2.66055 4.45502 1.42696
15 C -3.70946 5.36630 1.30248
16 C -4.78955 5.13827 0.44629
17 N -5.81557 6.03336 0.29943
18 C -7.07225 5.73308 -0.41901
19 C -8.08728 6.85422 -0.24270
20 N -8.17374 7.26579 1.20035
21 C -6.83252 7.73514 1.75071
22 C -5.72626 7.41553 0.75483
23 C 0.63006 1.77204 2.07007
24 O 1.21837 1.83865 3.09471
25 O 0.99229 0.86112 1.08053
26 H -3.78541 2.10101 -0.76539
27 H 0.13822 4.06781 3.16729
28 H -2.32210 5.85292 3.92546
29 H -1.88534 8.09973 2.83648
30 H -1.09772 7.25057 1.42184
31 H -0.15864 7.02650 4.37364
32 H 0.59589 6.25625 2.90772
33 H -3.66526 6.25955 1.90074
34 H -7.49365 4.80045 -0.04404
35 H -6.91525 5.61845 -1.49113
36 H -9.07076 6.51242 -0.55901
37 H -7.84207 7.74670 -0.81300
38 H -8.51857 6.47989 1.75470
39 H -8.87306 8.00460 1.30448
40 H -6.68362 7.22496 2.69942
41 H -6.89791 8.80580 1.93181
42 H -4.77323 7.62624 1.22612
43 H -5.77956 8.08409 -0.10712
44 C 1.38400 -2.39970 3.71156
45 N 0.54523 -3.30613 2.92888
46 C 0.80089 -4.76220 2.86264
47 C -0.35377 -5.28460 1.98343
48 N -0.99713 -4.02978 1.54604
49 C -0.47345 -2.98591 2.17152
50 S -1.16290 -1.37215 2.12507
51 H 1.98924 -3.00142 4.38372
52 H 0.76575 -1.72853 4.30281
53 H 2.04295 -1.82188 3.06417
54 H 0.78727 -5.17705 3.86853
55 H 1.78269 -4.93962 2.42508
56 H -1.06162 -5.88945 2.54680
57 H -0.00468 -5.85476 1.12694
58 H -1.89572 -3.98971 1.09247
59 C 4.12284 -0.83301 -2.69271
60 Ge 2.79223 -1.20268 -4.01676
61 C 1.72591 0.25027 -4.65800
62 C 2.55605 -2.95684 -4.73146
63 C 0.06446 -1.19900 -0.82008
64 H 4.89003 -0.20532 -3.15834
65 H 4.59155 -1.73925 -2.31727
66 H 3.69459 -0.24940 -1.87609
67 H 2.33550 0.81320 -5.37362
68 H 1.47224 0.93055 -3.84564
69 H 0.83280 -0.09959 -5.17070
70 H 3.12759 -3.00199 -5.66679
71 H 1.51227 -3.14195 -4.98199
72 H 2.94530 -3.72225 -4.06354
73 H 1.04453 -1.67716 -0.81878
74 H -0.65604 -1.48208 -1.58938

Summary:
E: -4991.93256 hartree
Charge: +4
Energy relative to the best compared isomer or geometry (same formula, charge and spin): 0.0 kcal per mole

=====

2.
The following is a DFT calculation (ωB97M-V/def2-TZVPD) of C25H37O2Sn as an isolated structure at a distorted geometry.

Geometry (Å):
1 O -3.05501 4.30264 -5.37132
2 C -4.08701 3.74345 -6.25560
3 C -4.00906 4.89197 -7.25495
4 H -5.02396 3.65659 -5.69074
5 H -3.79196 2.76375 -6.64862
6 C -2.94634 5.45693 -6.26156
7 H -4.89279 5.52472 -7.29736
8 H -3.57621 4.65499 -8.22758
9 C -3.45154 6.74137 -5.65653
10 H -4.46642 6.59489 -5.28037
11 H -3.45407 7.50924 -6.44282
12 H -2.81581 7.08997 -4.83926
13 C -1.59984 5.65565 -6.91759
14 H -1.25705 4.75148 -7.42366
15 H -0.83651 5.98277 -6.20744
16 H -1.70971 6.45241 -7.66474
17 Sn -0.72128 -0.42849 0.25574
18 C 2.28936 -1.52144 -0.61637
19 C 1.27664 -2.51292 -0.73218
20 C 0.38861 -2.11894 -1.78566
21 H 1.23829 -3.44940 -0.17552
22 C 0.87271 -0.88200 -2.32125
23 C 2.04273 -0.52209 -1.59684
24 H 2.66846 0.35046 -1.78681
25 H 3.13392 -1.55067 0.06992
26 H -0.47688 -2.67899 -2.14441
27 H 0.47438 -0.36668 -3.19489
28 C 0.69233 0.87381 2.46658
29 C 1.44580 1.50295 1.30956
30 C 0.60310 2.23672 0.51312
31 H 2.51515 1.36065 1.17927
32 C -0.74555 2.15590 1.03180
33 C -0.73496 1.30799 2.14621
34 H -1.55489 1.10478 2.82765
35 H 1.06635 1.24399 3.44464
36 H 0.88127 2.85332 -0.33668
37 H -1.59716 2.72120 0.65776
38 O -1.55452 1.36021 -1.77356
39 C -1.03143 2.35224 -2.67698
40 C -1.85257 2.25192 -3.93871
41 H 0.04092 2.15760 -2.85194
42 H -1.15280 3.33456 -2.19256
43 C -3.17947 1.60640 -3.49857
44 H -1.33333 1.60937 -4.66734
45 H -2.00367 3.23609 -4.36598
46 C -2.71555 0.70980 -2.36798
47 H -3.64725 1.06263 -4.32162
48 H -3.87283 2.37539 -3.12327
49 H -2.37997 -0.26715 -2.75866
50 H -3.47617 0.55150 -1.58870
51 C 1.57620 -2.34011 5.20079
52 C 1.60028 -2.80644 3.74351
53 C 3.04615 -3.11553 3.34894
54 C 0.72572 -4.04627 3.57936
55 C 1.07300 -1.71510 2.88883
56 C 0.76716 -0.61923 2.41727
57 H 1.99504 -3.11636 5.85542
58 H 0.55243 -2.11302 5.51819
59 H 2.17267 -1.42599 5.31726
60 H 3.47188 -3.87264 4.02116
61 H 3.10416 -3.47704 2.31675
62 H 3.65495 -2.20457 3.42505
63 H -0.31604 -3.81123 3.82830
64 H 0.74530 -4.40854 2.54427
65 H 1.07746 -4.84665 4.24427

Summary:
E: -1339.31366 hartree
Charge: -1
Energy relative to the best compared isomer or geometry (same formula, charge and spin): 7.4 kcal per mole

=====

Please write out number 2 again, unchanged.
The following is a DFT calculation (ωB97M-V/def2-TZVPD) of C25H37O2Sn as an isolated structure at a distorted geometry.

Geometry (Å):
1 O -3.05501 4.30264 -5.37132
2 C -4.08701 3.74345 -6.25560
3 C -4.00906 4.89197 -7.25495
4 H -5.02396 3.65659 -5.69074
5 H -3.79196 2.76375 -6.64862
6 C -2.94634 5.45693 -6.26156
7 H -4.89279 5.52472 -7.29736
8 H -3.57621 4.65499 -8.22758
9 C -3.45154 6.74137 -5.65653
10 H -4.46642 6.59489 -5.28037
11 H -3.45407 7.50924 -6.44282
12 H -2.81581 7.08997 -4.83926
13 C -1.59984 5.65565 -6.91759
14 H -1.25705 4.75148 -7.42366
15 H -0.83651 5.98277 -6.20744
16 H -1.70971 6.45241 -7.66474
17 Sn -0.72128 -0.42849 0.25574
18 C 2.28936 -1.52144 -0.61637
19 C 1.27664 -2.51292 -0.73218
20 C 0.38861 -2.11894 -1.78566
21 H 1.23829 -3.44940 -0.17552
22 C 0.87271 -0.88200 -2.32125
23 C 2.04273 -0.52209 -1.59684
24 H 2.66846 0.35046 -1.78681
25 H 3.13392 -1.55067 0.06992
26 H -0.47688 -2.67899 -2.14441
27 H 0.47438 -0.36668 -3.19489
28 C 0.69233 0.87381 2.46658
29 C 1.44580 1.50295 1.30956
30 C 0.60310 2.23672 0.51312
31 H 2.51515 1.36065 1.17927
32 C -0.74555 2.15590 1.03180
33 C -0.73496 1.30799 2.14621
34 H -1.55489 1.10478 2.82765
35 H 1.06635 1.24399 3.44464
36 H 0.88127 2.85332 -0.33668
37 H -1.59716 2.72120 0.65776
38 O -1.55452 1.36021 -1.77356
39 C -1.03143 2.35224 -2.67698
40 C -1.85257 2.25192 -3.93871
41 H 0.04092 2.15760 -2.85194
42 H -1.15280 3.33456 -2.19256
43 C -3.17947 1.60640 -3.49857
44 H -1.33333 1.60937 -4.66734
45 H -2.00367 3.23609 -4.36598
46 C -2.71555 0.70980 -2.36798
47 H -3.64725 1.06263 -4.32162
48 H -3.87283 2.37539 -3.12327
49 H -2.37997 -0.26715 -2.75866
50 H -3.47617 0.55150 -1.58870
51 C 1.57620 -2.34011 5.20079
52 C 1.60028 -2.80644 3.74351
53 C 3.04615 -3.11553 3.34894
54 C 0.72572 -4.04627 3.57936
55 C 1.07300 -1.71510 2.88883
56 C 0.76716 -0.61923 2.41727
57 H 1.99504 -3.11636 5.85542
58 H 0.55243 -2.11302 5.51819
59 H 2.17267 -1.42599 5.31726
60 H 3.47188 -3.87264 4.02116
61 H 3.10416 -3.47704 2.31675
62 H 3.65495 -2.20457 3.42505
63 H -0.31604 -3.81123 3.82830
64 H 0.74530 -4.40854 2.54427
65 H 1.07746 -4.84665 4.24427

Summary:
E: -1339.31366 hartree
Charge: -1
Energy relative to the best compared isomer or geometry (same formula, charge and spin): 7.4 kcal per mole